Below is a structure of composition C19H28IMnO2, with properties calculated with the ωB97M-V functional and the def2-TZVPD basis.

Values from the calculation:
2S+1: 5
E_LUMO (spin up / spin down) in eV: -0.7 / 0.0
Gap between HOMO and LUMO (spin up / spin down) in eV: 5.954 / 7.309
<S²>: 6.199
Molecular weight in u: 470.273
Net charge: 0

```
51
C19H28IMnO2 the ωB97M-V functional and the def2-TZVPD basis
O -0.48794 1.33757 -2.19941
C 0.69091 2.15123 -2.25878
C -0.10687 3.41517 -1.89062
H 1.16848 2.10371 -3.23914
H 1.38565 1.81280 -1.47512
C -1.30365 2.44113 -1.69475
H -0.30838 4.17019 -2.65474
H 0.34291 3.81547 -0.96805
C -2.48250 2.44741 -2.63915
H -2.11073 2.38597 -3.66105
H -3.12444 3.31746 -2.57197
H -3.07752 1.54527 -2.47561
C -1.70247 2.37280 -0.23982
H -0.80457 2.18885 0.37917
H -2.44608 1.58201 -0.06204
H -2.17650 3.32693 0.02664
Mn 0.33747 -0.81201 2.25258
C 1.11588 0.72043 3.87993
C 2.39816 0.10944 3.84936
C 2.84834 0.06909 2.50714
H 2.94994 -0.21215 4.73565
C 1.82582 0.66010 1.66112
C 0.79270 1.18581 2.54314
H 0.07608 1.96476 2.28223
H 0.58067 1.01486 4.78247
H 3.83240 -0.25384 2.17737
H 1.94176 0.94631 0.61755
C -0.76564 -1.48341 3.87055
C -1.40181 -0.28853 3.36558
C -1.85862 -0.53688 2.04245
H -1.61220 0.61234 3.93587
C -1.53121 -1.87703 1.70480
C -0.93373 -2.50853 2.85706
H -0.67557 -3.55190 2.97697
H -0.36649 -1.63656 4.87103
H -2.49689 0.13249 1.46354
H -1.77853 -2.34479 0.76462
O 0.53154 -1.47941 -1.19181
C -0.15541 -1.31573 -2.46014
C 0.42943 -2.13002 -3.59878
H -0.07047 -0.27948 -2.77692
H -1.21353 -1.54174 -2.27538
C 1.43328 -3.02658 -2.89893
H 0.92509 -1.45944 -4.30264
H -0.36376 -2.67501 -4.10230
C 1.28741 -2.69194 -1.39894
H 2.46460 -2.85965 -3.22617
H 1.21374 -4.08340 -3.06175
H 2.26935 -2.57127 -0.89283
H 0.69186 -3.50021 -0.93001
I 1.82204 -2.71008 1.60003
```